65
Properties=species:S:1:pos:R:3:forces:R:3:nbo_charge:R:1 method="wB97M-V/def2-TZVPD" s_squared=0.764 total_charge=+1 spin_multiplicity=2
Cr -0.4696 -1.1752 -0.1847 0.40 0.19 0.45 1.340
C 2.5663 -0.0035 1.0567 0.00 0.00 -0.03 -0.242
O 1.3656 -0.6704 1.4500 0.02 -0.03 -0.05 -0.558
C 0.8854 -0.3021 2.7285 -0.06 0.08 0.01 -0.100
C 0.0176 -1.4564 3.1365 0.06 -0.24 0.04 -0.055
O -0.9302 -1.7181 2.0867 -0.01 0.42 -0.21 -0.568
C -2.3142 -1.5991 2.4059 -0.01 -0.14 0.06 -0.074
C -2.9271 -0.5745 1.4985 0.00 0.07 0.00 -0.105
O -2.5350 -0.9298 0.1475 -0.11 -0.20 -0.15 -0.556
C -3.4437 -0.3673 -0.8229 -0.01 0.16 0.01 -0.252
H 3.3062 -0.0885 1.8555 0.00 -0.01 -0.01 0.184
H 2.9334 -0.5010 0.1655 -0.02 -0.01 -0.01 0.227
H 2.3770 1.0479 0.8402 -0.03 0.04 0.01 0.185
H 1.7073 -0.1922 3.4429 0.02 -0.01 -0.03 0.197
H 0.3234 0.6348 2.6699 0.00 -0.04 0.03 0.208
H 0.6340 -2.3531 3.2236 -0.02 0.00 0.06 0.201
H -0.4976 -1.2834 4.0809 -0.01 0.06 -0.02 0.199
H -2.7761 -2.5769 2.2541 -0.01 0.00 0.05 0.192
H -2.4545 -1.3146 3.4494 0.00 0.04 -0.02 0.213
H -4.0162 -0.6027 1.5618 0.00 -0.04 0.00 0.207
H -2.5642 0.4321 1.7031 -0.03 -0.02 0.02 0.247
H -4.4505 -0.7164 -0.5961 0.01 0.01 0.01 0.198
H -3.4000 0.7228 -0.7823 0.00 0.00 -0.01 0.219
H -3.1432 -0.7147 -1.8035 -0.03 -0.02 0.00 0.212
O 2.6868 -3.4035 -0.8644 0.02 -0.02 -0.01 -0.551
C 1.5674 -2.9917 -0.7171 0.05 0.07 0.05 0.745
O 1.1833 -1.7424 -0.8509 -0.05 -0.13 0.01 -0.673
C 0.4106 -3.8922 -0.3782 -0.03 -0.02 -0.03 0.089
C 0.5233 -5.2661 -0.2992 0.02 0.03 -0.02 -0.185
C -0.6201 -6.0038 -0.0457 -0.01 -0.02 0.00 -0.132
C -1.8294 -5.3386 0.1050 0.00 0.00 -0.01 -0.217
C -1.8525 -3.9587 0.0272 0.02 -0.03 -0.01 0.045
N -0.7462 -3.2440 -0.1968 -0.09 -0.15 -0.04 -0.461
H 1.4960 -5.7133 -0.4489 0.00 -0.01 0.00 0.265
H -0.5762 -7.0824 0.0215 0.00 0.00 0.00 0.240
H -2.7487 -5.8791 0.2790 0.00 0.00 0.00 0.240
H -2.7733 -3.4026 0.1323 0.00 0.00 0.01 0.212
C 4.1240 5.8026 0.3329 0.00 -0.01 0.00 -0.637
C 2.9039 4.9297 0.2611 0.00 0.00 0.00 0.014
C 2.4618 4.2411 1.3894 0.00 0.00 0.01 -0.213
C 1.3451 3.4265 1.3384 0.00 -0.03 -0.03 -0.169
C 0.6531 3.2893 0.1407 0.02 0.00 0.02 -0.375
C 1.0554 3.9929 -0.9847 0.01 0.00 -0.01 -0.174
C 2.1807 4.7977 -0.9208 -0.01 0.00 0.00 -0.160
S -0.7795 2.2643 0.0860 0.11 -0.08 0.01 2.344
O -1.1096 1.9481 1.4530 -0.03 0.00 0.03 -0.973
O -1.7563 2.9021 -0.7535 -0.04 0.02 0.00 -0.941
N -0.3623 0.8390 -0.6030 -0.10 0.03 -0.14 -0.926
C -0.5850 0.6177 -1.9489 0.00 0.07 0.01 0.419
C -0.6102 1.4592 -3.0668 -0.04 0.03 0.06 -0.264
C -0.7835 0.8739 -4.2995 -0.01 -0.07 -0.03 -0.107
C -0.9211 -0.5147 -4.4335 -0.01 0.05 -0.01 -0.269
C -0.8996 -1.2777 -3.2959 0.00 0.00 0.04 0.072
N -0.7700 -0.7012 -2.0943 0.01 -0.06 -0.11 -0.491
H 5.0166 5.2006 0.5103 0.00 0.00 0.00 0.232
H 4.0431 6.5160 1.1533 0.00 0.00 0.00 0.232
H 4.2703 6.3587 -0.5909 0.00 0.00 0.00 0.224
H 2.9949 4.3558 2.3255 0.00 0.00 0.00 0.223
H 0.9931 2.9153 2.2230 0.00 -0.01 0.01 0.236
H 0.4807 3.9456 -1.8977 0.00 0.00 0.00 0.221
H 2.4918 5.3477 -1.7998 0.00 0.00 0.00 0.216
H -0.5126 2.5255 -2.9612 -0.01 0.01 0.00 0.244
H -0.8035 1.4988 -5.1827 0.00 0.00 0.00 0.236
H -1.0403 -0.9783 -5.4009 0.01 0.01 -0.01 0.242
H -0.9961 -2.3558 -3.3109 0.01 0.00 0.01 0.211



64
Properties=species:S:1:pos:R:3:forces:R:3:nbo_charge:R:1 method="wB97M-V/def2-TZVPD" s_squared=0.761 total_charge=+3 spin_multiplicity=2
Ir -0.8067 0.7956 -0.2417 -1.14 -3.88 -0.27 0.798
O 0.3918 4.9539 -1.8517 0.26 0.00 0.04 -0.611
C 0.2112 3.7724 -1.3198 -0.32 0.02 -0.14 0.813
O -0.7972 3.0930 -1.4465 0.06 0.62 0.16 -0.655
C 1.3408 3.2882 -0.5073 0.32 -0.21 0.27 0.038
C 2.4869 4.0186 -0.2895 0.12 0.15 -0.04 -0.149
C 3.4629 3.4853 0.5497 0.11 0.07 0.02 -0.116
C 3.2379 2.2630 1.1492 -0.05 -0.06 -0.04 -0.161
C 2.0450 1.6029 0.8810 -0.10 0.03 0.01 0.108
N 1.1273 2.0901 0.0568 0.02 0.68 -0.58 -0.511
C 1.6496 0.3205 1.5576 -0.31 -0.03 0.05 0.761
O 2.4915 -0.3403 2.1382 -0.38 -0.05 -0.04 -0.629
O 0.3794 0.0458 1.4328 0.54 0.60 0.35 -0.803
H -0.3742 5.2684 -2.3536 -0.16 -0.04 -0.06 0.529
H 2.6110 4.9838 -0.7603 0.02 0.00 0.03 0.271
H 4.3761 4.0331 0.7434 -0.03 0.00 -0.03 0.263
H 3.9465 1.8050 1.8252 -0.02 0.02 0.00 0.269
C -0.3389 1.0948 -3.8074 0.27 -0.16 0.09 -0.968
P -1.4481 0.4811 -2.5283 -0.34 1.47 1.08 1.208
C -1.9324 -1.1664 -3.0791 0.24 -0.21 0.33 -0.970
C -2.9652 1.4648 -2.6751 -0.10 -0.07 -0.55 -0.748
C -3.8849 1.1503 -1.5165 -0.25 -0.03 0.09 -0.751
P -3.0872 1.4963 0.0764 1.09 -0.69 -1.11 1.301
C -3.2678 3.2607 0.3780 0.46 0.05 0.19 -0.978
C -4.1762 0.7085 1.2765 0.46 -0.17 0.33 -0.974
H -0.8810 1.1003 -4.7547 0.02 -0.01 -0.02 0.278
H 0.5249 0.4343 -3.9025 -0.01 0.03 -0.05 0.265
H 0.0076 2.1003 -3.5808 -0.07 -0.05 -0.03 0.262
H -2.3382 -1.0611 -4.0862 0.01 -0.01 -0.02 0.280
H -2.6850 -1.6052 -2.4240 0.03 0.02 -0.04 0.265
H -1.0698 -1.8332 -3.1155 -0.08 -0.01 -0.05 0.260
H -3.4535 1.2367 -3.6254 -0.02 0.02 -0.02 0.271
H -2.6792 2.5148 -2.6934 -0.03 0.00 -0.01 0.269
H -4.1526 0.0895 -1.5042 -0.08 0.02 -0.02 0.250
H -4.8152 1.7162 -1.5884 -0.06 0.01 0.06 0.283
H -4.3327 3.4919 0.4297 -0.03 -0.07 0.01 0.282
H -2.8025 3.8406 -0.4149 -0.04 -0.04 -0.01 0.274
H -2.7998 3.5236 1.3285 -0.05 0.04 -0.01 0.276
H -5.1710 1.1398 1.1520 0.01 0.03 -0.05 0.289
H -3.8335 0.9048 2.2936 -0.05 -0.02 0.01 0.279
H -4.2368 -0.3676 1.1188 -0.12 0.08 -0.05 0.255
C -1.3141 -3.0204 1.7800 0.02 -0.29 -0.07 -0.213
C -1.6901 -1.8974 1.0806 -0.13 0.20 -0.18 0.083
N -1.0187 -1.4658 0.0018 -0.20 1.69 0.36 -0.413
C 0.0624 -2.1471 -0.3987 0.09 0.12 -0.14 0.072
C 0.5548 -3.2480 0.2849 0.00 -0.03 0.10 -0.100
C -0.1738 -3.7016 1.3871 -0.12 -0.09 -0.14 -0.083
C 1.7938 -3.9104 -0.1884 -0.10 0.04 -0.07 -0.107
C 2.9371 -4.1108 0.4719 -0.06 0.15 0.06 -0.212
C 3.3153 -3.6013 1.8037 -0.15 -0.08 0.01 0.232
C 4.6686 -3.5094 2.1529 -0.01 0.03 0.04 -0.208
C 4.9244 -2.9657 3.3979 0.05 0.19 0.33 0.086
N 3.9330 -2.6006 4.1965 0.02 -0.39 -0.77 -0.142
C 2.6560 -2.7352 3.8934 -0.16 0.16 0.06 0.297
N 2.4080 -3.2218 2.6917 0.25 -0.09 0.13 -0.220
H -1.9153 -3.3670 2.6097 0.02 0.04 -0.01 0.263
H -2.5584 -1.3264 1.3744 0.18 -0.01 0.04 0.214
H 0.5666 -1.7946 -1.2929 0.06 0.14 0.12 0.214
H 0.1047 -4.6255 1.8780 0.12 0.10 0.11 0.256
H 1.7760 -4.2372 -1.2247 -0.01 -0.09 0.06 0.250
H 3.7413 -4.6167 -0.0475 -0.01 0.03 -0.01 0.255
H 5.4603 -3.8319 1.4894 -0.02 0.04 0.04 0.273
H 5.9382 -2.7978 3.7565 -0.07 -0.04 0.03 0.285
H 1.8697 -2.4624 4.5814 0.02 0.03 -0.02 0.247



In the order shown, the computed DFT total energy values come out to -3065.35102; -2238.03214 hartree.